Model i:
This record from OMol25 describes a 2-piece molecular cluster, C3H9NO overall. The level of theory is ωB97M-V/def2-TZVPD.

Geometry as ORCA input:
```
! RIJCOSX wB97M-V def2-TZVPD def2/J DEFGRID3
* xyz 0 1
C 2.10087 -2.56826 1.23906
N 2.12573 -1.44735 0.65928
H 1.42531 -3.44423 1.22814
H 2.97300 -2.83839 1.87419
H 2.73600 -0.80294 1.16175
C -0.80178 1.83855 -1.60096
C -1.92504 1.35802 -0.60648
O -1.31872 0.59268 0.46060
H -0.48370 1.13519 -2.35692
H -1.18089 2.73288 -2.09664
H 0.11266 2.09474 -1.05524
H -2.69885 0.80163 -1.11398
H -2.25712 2.26060 -0.08750
H -0.83760 -0.09345 -0.01560
*
```

Computed properties:
HOMO-LUMO gap (eV): 10.99
HOMO (eV): -9.926
SMILES: C=N.CCO



Model ii:
This record from OMol25 describes a 2-piece molecular cluster, C3H9NO overall. The level of theory is ωB97M-V/def2-TZVPD.

Geometry as ORCA input:
```
! RIJCOSX wB97M-V def2-TZVPD def2/J DEFGRID3
* xyz 0 1
C 0.51416 -0.86190 -1.40172
C 0.39511 0.35691 -0.57871
C 1.05574 0.41872 0.71329
N 1.92037 -0.62620 1.25495
H -0.11181 -1.69191 -1.06551
H 1.50662 -1.32029 -1.48708
H 0.18188 -0.68846 -2.44225
H 0.14456 1.29639 -1.03492
H 0.89797 1.12962 1.50132
H 1.78922 -1.60693 1.03495
H 2.74854 -0.42652 1.78162
O -3.99388 1.61248 0.57165
H -3.08119 1.65643 0.21823
H -3.96728 0.75166 0.93418
*
```

Computed properties:
HOMO-LUMO gap (eV): 8.90
HOMO (eV): -8.052
SMILES: C/C=C\N.O



Model iii:
This record from OMol25 describes a 2-piece molecular cluster, C3H9NO overall. The level of theory is ωB97M-V/def2-TZVPD.

Geometry as ORCA input:
```
! RIJCOSX wB97M-V def2-TZVPD def2/J DEFGRID3
* xyz 0 1
C -0.41882 -0.12664 -3.21494
C -1.51449 0.34557 -2.59515
H 0.65706 0.34368 -2.98651
H -0.42139 -0.69017 -4.18214
H -1.27468 1.11270 -1.89281
H -2.43056 -0.19085 -2.58377
N 0.21944 -0.94673 2.17644
C 0.76921 0.37416 2.41986
O 1.91287 0.84462 1.63382
H 0.10789 -1.58370 2.94420
H -0.70322 -0.95311 1.75296
H -0.10295 0.98300 2.00176
H 1.07114 0.37707 3.40644
H 2.12849 0.11040 1.11984
*
```

Computed properties:
HOMO-LUMO gap (eV): 10.70
HOMO (eV): -9.834
SMILES: C=C.NCO



Need the numbers? Relative energies in hartree: model i 0.0065; model ii 0.0000; model iii 0.0308.



Model i:
This record from OMol25 describes a 2-piece molecular cluster, C3H9NO overall. The level of theory is ωB97M-V/def2-TZVPD.

Geometry as ORCA input:
```
! RIJCOSX wB97M-V def2-TZVPD def2/J DEFGRID3
* xyz 0 1
C -2.38834 0.26312 -0.62902
N -1.42237 -0.00647 0.13511
O -1.55671 -0.03573 1.46810
H -2.19073 0.17760 -1.68594
H -3.34192 0.65071 -0.28082
H -0.57114 -0.42150 1.76379
C 1.25176 -0.78947 0.07263
C 1.63375 0.63020 -0.29702
H 0.58689 -1.22363 -0.66303
H 2.12196 -1.43752 0.11753
H 0.70321 -0.78211 1.17737
H 2.36589 1.03030 0.40383
H 2.04751 0.66316 -1.30816
H 0.76022 1.28132 -0.27436
*
```

Computed properties:
HOMO-LUMO gap (eV): 10.70
HOMO (eV): -9.764
SMILES: C=NO.CC



Model ii:
This record from OMol25 describes a 2-piece molecular cluster, C3H9NO overall. The level of theory is ωB97M-V/def2-TZVPD.

Geometry as ORCA input:
```
! RIJCOSX wB97M-V def2-TZVPD def2/J DEFGRID3
* xyz 0 1
C 1.20145 -2.98572 0.56680
C 1.35245 -1.80239 1.17623
N 1.21915 -0.56137 0.58503
C 1.31534 0.62203 1.39646
H 0.58962 -3.07674 -0.31835
H 1.69509 -3.80847 1.05977
H 1.65603 -1.72128 2.21098
H 0.66666 -0.56048 -0.25672
H 2.33761 0.71941 1.75988
H 1.04815 1.53270 0.86365
H 0.65234 0.58745 2.26430
O -4.97687 3.58806 -3.68393
H -4.51650 3.67656 -4.53318
H -4.24051 3.79025 -3.09090
*
```

Computed properties:
HOMO-LUMO gap (eV): 8.73
HOMO (eV): -7.790
SMILES: C=CNC.O



Model iii:
This record from OMol25 describes a 2-piece molecular cluster, C3H9NO overall. The level of theory is ωB97M-V/def2-TZVPD.

Geometry as ORCA input:
```
! RIJCOSX wB97M-V def2-TZVPD def2/J DEFGRID3
* xyz 0 1
C 1.55209 -0.48025 0.27083
O 2.03308 0.53797 -0.55886
H 1.70219 1.38826 -0.25084
H 2.04381 -1.41325 0.00848
H 1.66836 -0.27886 1.34721
H -0.00580 -0.47509 0.67432
C -1.65401 0.92128 0.10105
C -0.35899 -1.00067 -0.38699
N -1.37441 -0.47559 0.40876
H -1.83080 1.09138 -0.97311
H -2.54684 1.22828 0.64596
H -0.84758 1.61401 0.40506
H -0.12984 -0.57769 -1.37366
H -0.25125 -2.07977 -0.31822
*
```

Computed properties:
HOMO-LUMO gap (eV): 8.24
HOMO (eV): -7.448



Model iv:
This record from OMol25 describes one molecule with the formula C3H9NO. The level of theory is ωB97M-V/def2-TZVPD.

Geometry as ORCA input:
```
! RIJCOSX wB97M-V def2-TZVPD def2/J DEFGRID3
* xyz 0 1
C 0.31740 -1.20942 -1.37539
C 0.30410 -0.00230 -0.41842
N 1.40278 -0.14332 0.51992
C -0.99184 0.03411 0.41135
O -1.15116 1.41607 0.87897
H -0.20085 -2.04442 -0.90817
H -0.13714 -0.85898 -2.33122
H 1.30266 -1.64387 -1.62162
H 0.34708 0.94359 -1.01743
H 2.33882 0.03889 0.19400
H 1.38116 -0.89480 1.19490
H -1.92932 0.10535 -0.16157
H -0.88652 -0.61587 1.31208
H -0.26786 1.78025 1.00645
*
```

Computed properties:
HOMO-LUMO gap (eV): 10.13
HOMO (eV): -9.039
SMILES: C[C@H](N)CO



Need the numbers? Relative energies in hartree: model i 0.0787; model ii 0.0130; model iii 0.1615; model iv 0.0000.



Model i:
This record from OMol25 describes one molecule with the formula C3H9NO. The level of theory is ωB97M-V/def2-TZVPD.

Geometry as ORCA input:
```
! RIJCOSX wB97M-V def2-TZVPD def2/J DEFGRID3
* xyz 0 1
C -2.02306 -0.02780 0.60135
O -0.50311 0.29488 0.79496
C -0.15411 -0.03678 -0.52198
C 1.43622 0.33450 -0.69089
N 2.15020 -0.07973 0.47404
H -2.59661 0.34141 -0.25782
H -2.11016 -1.11257 0.70788
H -2.43613 0.48085 1.47044
H -0.66349 0.56585 -1.28561
H -0.23905 -1.11535 -0.71842
H 1.82244 -0.15415 -1.58629
H 1.49907 1.41910 -0.78428
H 1.58626 0.18176 1.29750
H 2.23154 -1.09197 0.49913
*
```

Computed properties:
HOMO-LUMO gap (eV): 9.80
HOMO (eV): -8.773
SMILES: COCCN



Model ii:
This record from OMol25 describes one molecule with the formula C3H9NO. The level of theory is ωB97M-V/def2-TZVPD.

Geometry as ORCA input:
```
! RIJCOSX wB97M-V def2-TZVPD def2/J DEFGRID3
* xyz 0 1
N -2.03100 0.62953 -0.47519
C -1.02684 -0.13378 0.16309
C 0.26202 0.06893 -0.57664
C 1.29844 -0.21915 0.53683
O 2.62014 -0.55415 0.07143
H -2.26563 0.23151 -1.39041
H -2.86184 0.45579 0.04390
H -1.27085 -1.19352 0.24591
H -0.78407 0.38755 1.12974
H 0.31953 -0.56274 -1.43196
H 0.41401 1.07436 -0.97227
H 1.43524 0.52244 1.43003
H 0.89439 -1.06175 1.14595
H 2.99646 0.35497 0.07960
*
```

Computed properties:
HOMO-LUMO gap (eV): 10.59
HOMO (eV): -9.603
SMILES: NCCCO



Model iii:
This record from OMol25 describes one molecule with the formula C3H9NO. The level of theory is ωB97M-V/def2-TZVPD.

Geometry as ORCA input:
```
! RIJCOSX wB97M-V def2-TZVPD def2/J DEFGRID3
* xyz 0 1
C -1.16345 -1.22102 0.22896
C 0.05766 -0.48013 -0.30551
O -0.15842 0.02793 -1.61793
C 0.48708 0.62092 0.66548
N 1.62341 1.40598 0.22802
H -2.06471 -0.71071 -0.10467
H -1.15510 -1.25676 1.31388
H -1.22500 -2.22635 -0.16273
H 0.90285 -1.17544 -0.39086
H -1.03770 0.43848 -1.61760
H 0.66554 0.10711 1.61757
H -0.36965 1.27783 0.84198
H 1.30912 2.26776 -0.19140
H 2.12836 0.92439 -0.50520
*
```

Computed properties:
HOMO-LUMO gap (eV): 10.20
HOMO (eV): -9.198
SMILES: C[C@@H](O)CN



Model iv:
This record from OMol25 describes a 2-piece molecular cluster, C3H9NO overall. The level of theory is ωB97M-V/def2-TZVPD.

Geometry as ORCA input:
```
! RIJCOSX wB97M-V def2-TZVPD def2/J DEFGRID3
* xyz 0 1
C 1.32757 -0.72173 -1.09587
C 0.62700 -1.88413 -1.08941
O -0.34310 -2.32056 -1.98377
H 1.81416 -0.29223 -0.11530
H 1.07468 0.01996 -1.89114
H 0.63318 -2.30379 0.04979
H -0.34393 -3.30041 -1.83804
C -0.85683 2.88200 1.92697
N -0.54586 1.48673 1.75681
H -0.33367 3.10297 2.90807
H -1.91409 3.39108 1.81491
H -0.33223 3.61750 1.18235
H 0.33490 1.16128 2.13391
H -0.95362 1.10416 0.87781
*
```

Computed properties:
HOMO-LUMO gap (eV): 9.40
HOMO (eV): -8.653
SMILES: C=CO.CN



Need the numbers? Relative energies in hartree: model i 0.0529; model ii 0.0343; model iii 0.0000; model iv 0.0962.



Model i:
This record from OMol25 describes a 2-piece molecular cluster, C3H9NO overall. The level of theory is ωB97M-V/def2-TZVPD.

Geometry as ORCA input:
```
! RIJCOSX wB97M-V def2-TZVPD def2/J DEFGRID3
* xyz 0 1
C -1.23413 0.88001 1.59042
C -0.46760 1.45935 0.69061
N 0.89498 1.22679 0.36276
H -2.07610 1.31914 2.10433
H -0.99338 -0.14380 1.87847
H -1.01799 2.10038 -0.03261
H 1.24123 1.89561 -0.30181
H 1.48628 1.24324 1.18932
C 0.41300 -1.92622 -1.55880
O -0.01108 -1.45127 -0.27539
H 1.47076 -1.72370 -1.79586
H -0.16845 -1.35953 -2.28885
H 0.26852 -2.99514 -1.52399
H 0.19397 -0.52484 -0.03861
*
```

Computed properties:
HOMO-LUMO gap (eV): 9.43
HOMO (eV): -8.560
SMILES: C=CN.CO



Model ii:
This record from OMol25 describes C3H9NO as an isolated structure. The level of theory is ωB97M-V/def2-TZVPD.

Geometry as ORCA input:
```
! RIJCOSX wB97M-V def2-TZVPD def2/J DEFGRID3
* xyz 0 1
C -0.58657 -0.40182 0.40711
C 1.64383 -0.62546 -0.55289
C -1.58230 0.16634 -0.55716
N 0.52685 0.26819 0.74906
O 0.51219 1.63268 0.70718
H 1.00574 1.90158 1.49838
H -1.07814 -0.14518 1.79335
H -0.52100 -1.47879 0.48699
H -2.58593 -0.06052 -0.19134
H 2.42094 -0.93058 0.14779
H 1.26728 -1.48749 -1.09524
H 1.92165 0.19129 -1.21192
H -1.43730 -0.27777 -1.54170
H -1.50726 1.24755 -0.63962
*
```

Computed properties:
HOMO-LUMO gap (eV): 8.57
HOMO (eV): -7.739



Model iii:
This record from OMol25 describes a 2-piece molecular cluster, C3H9NO overall. The level of theory is ωB97M-V/def2-TZVPD.

Geometry as ORCA input:
```
! RIJCOSX wB97M-V def2-TZVPD def2/J DEFGRID3
* xyz 0 1
C 2.62891 0.51382 0.37286
C 2.09615 -0.74980 0.17326
N 0.74386 -0.92958 -0.07822
H 3.53874 0.71420 -0.22388
H 2.36899 1.16694 1.19675
H 2.52437 -1.87642 0.16435
H 0.56423 -1.67900 -0.68821
H 0.11665 -0.39950 0.44275
C -2.58972 0.19080 -0.36333
O -2.44828 1.38799 0.51522
H -1.60456 -0.40293 -0.59246
H -3.06685 0.60450 -1.24561
H -3.23634 -0.48864 0.06578
H -1.63616 1.94761 0.26074
*
```

Computed properties:
HOMO-LUMO gap (eV): 8.26
HOMO (eV): -7.539
SMILES: C=CN.CO



Need the numbers? Relative energies in hartree: model i 0.0000; model ii 0.1371; model iii 0.0732.



Model i:
This record from OMol25 describes a 2-piece molecular cluster, C4H11N2 overall. The level of theory is ωB97M-V/def2-TZVPD.

Geometry as ORCA input:
```
! RIJCOSX wB97M-V def2-TZVPD def2/J DEFGRID3
* xyz 1 1
C 2.81589 0.54344 0.54328
C 1.83270 -0.57865 0.04387
C 0.45029 -0.07307 0.19190
C -0.41499 -0.41984 1.16029
N -1.76074 -0.15477 1.43586
N -3.01997 0.54869 -2.44274
H 2.62957 1.42164 -0.08198
H 3.88181 0.36834 0.63374
H 2.37666 0.81306 1.50980
H 2.08333 -1.02252 -0.92707
H 1.87302 -1.37480 0.80651
H -0.13116 -1.26259 1.79029
H -2.26961 -0.63733 2.15719
H -1.97108 0.75655 1.06633
H -2.29852 0.14781 -1.85726
H -3.54381 -0.18106 -2.90327
H -2.53337 1.10510 -3.12672
*
```

Computed properties:
HOMO-LUMO gap (eV): 4.77
HOMO (eV): -12.908



Model ii:
This record from OMol25 describes an isolated ion of composition C4H11N2 and charge +1. The level of theory is ωB97M-V/def2-TZVPD.

Geometry as ORCA input:
```
! RIJCOSX wB97M-V def2-TZVPD def2/J DEFGRID3
* xyz 1 1
C 2.48278 0.11218 -0.09252
C 1.20509 0.88891 -0.44348
C -0.13284 0.25983 0.10326
N -1.29446 1.18277 0.04307
C -0.42710 -1.04316 0.06576
N -1.74063 -1.51218 0.26994
H 2.44653 -0.09357 0.96492
H 2.54024 -0.81910 -0.69260
H 3.42180 0.81049 -0.25997
H 1.05108 1.08364 -1.44686
H 1.35231 1.80956 0.07997
H -1.37988 1.55498 -0.91400
H -1.13166 1.81461 0.81899
H -2.16669 0.49117 0.09107
H 0.40064 -1.74995 0.04758
H -2.04156 -2.51748 0.03793
H -2.01470 -1.38502 1.28382
*
```

Computed properties:
HOMO-LUMO gap (eV): 10.23
HOMO (eV): -13.835
SMILES: CC/C([NH3+])=C/N



Model iii:
This record from OMol25 describes an isolated ion of composition C4H11N2 and charge +1. The level of theory is ωB97M-V/def2-TZVPD.

Geometry as ORCA input:
```
! RIJCOSX wB97M-V def2-TZVPD def2/J DEFGRID3
* xyz 1 1
C -0.08177 2.37646 0.12133
C -0.97021 1.14556 0.30467
C -0.73747 0.07457 -0.75385
N 0.44526 -0.73511 -0.41902
C 0.38580 -1.91777 0.09330
N 1.37895 -2.60054 0.61116
H -0.12212 3.08138 0.94569
H 0.95140 2.08384 -0.09597
H -0.42990 2.90260 -0.77033
H -0.90563 0.71005 1.28655
H -1.96912 1.51401 0.17565
H -1.62009 -0.56308 -0.84101
H -0.62371 0.47999 -1.75459
H 1.30920 -0.21036 -0.46739
H -0.59817 -2.36880 0.10906
H 1.21721 -3.57020 0.84880
H 2.37037 -2.40261 0.60595
*
```

Computed properties:
HOMO-LUMO gap (eV): 11.80
HOMO (eV): -15.237
SMILES: CCCNC=[NH2+]



Need the numbers? Relative energies in hartree: model i 0.2089; model ii 0.0658; model iii 0.0000.